Entry 1:
10
Properties=species:S:1:pos:R:3 method="wB97M-V/def2-TZVPD" mol_weight_g_mol=106.1 orbital_gap_ev=8.522 e_above_lowest_kj_mol=141.5 smiles="N#CC1=NC(=O)C=C1" homo_ev=-10.9
N -3.18 -0.72 -0.04
C -1.98 -0.74 0.07
C -0.57 -0.51 -0.04
N 0.39 -1.36 -0.22
C 1.55 -0.53 -0.11
O 2.58 -1.10 0.10
C 0.99 0.95 -0.21
C -0.34 0.90 -0.05
H 1.78 1.66 0.39
H -1.22 1.45 0.09

Entry 2:
23
Properties=species:S:1:pos:R:3 method="wB97M-V/def2-TZVPD" mol_weight_g_mol=139.2 orbital_gap_ev=8.372 e_above_lowest_kj_mol=193.4 homo_ev=-7.8
C -0.36 1.57 0.10
C -2.18 0.24 0.03
C -1.43 -0.86 -0.13
C -3.68 0.14 -0.12
C 2.24 -0.11 -1.32
C 2.55 0.02 1.18
C 1.83 0.62 -0.04
N -1.68 1.48 0.09
N 0.41 0.54 0.13
N -1.13 -2.06 0.24
H 0.04 2.59 0.06
H -3.99 -0.89 -0.29
H -4.15 0.52 0.78
H -4.00 0.76 -0.95
H 2.03 -1.17 -1.23
H 3.31 0.03 -1.50
H 1.69 0.29 -2.17
H 2.19 -1.00 1.35
H 2.35 0.61 2.07
H 3.62 0.00 1.00
H 2.13 1.68 -0.13
H -0.61 -2.67 -0.37
H -1.18 -2.34 1.22

Entry 3:
19
Properties=species:S:1:pos:R:3 method="wB97M-V/def2-TZVPD" mol_weight_g_mol=306.4 orbital_gap_ev="8.348 / 6.614" e_above_lowest_kj_mol=40.1 spin_multiplicity=5 charge=+1 homo_ev="-11.8 / -12.1"
C -0.10 0.23 -1.36
C 0.54 1.21 -2.32
C -0.35 2.25 -2.67
C -1.47 2.09 -1.82
C -1.40 0.85 -1.11
Os -0.23 -1.30 0.85
P 1.28 -2.79 0.74
H 0.17 -0.85 -1.28
H 1.61 1.25 -2.46
H -0.34 3.03 -3.41
H -2.05 0.28 -0.46
H -2.23 2.81 -1.62
H 2.43 -2.19 1.42
H 1.90 -3.29 -0.44
H 1.00 -3.94 1.45
N -0.21 0.70 1.71
H -0.96 1.39 1.49
H 0.71 1.14 1.57
H -0.25 0.46 2.71